Molecular formula: C3H9NO3
Method: DFT, ωB97M-V/def2-TZVPD

Bonds (Å) are listed after each position.
Geometry (Å):
1 C 0.8093 1.2282 0.7004  C2 1.495, H7 1.086, H8 1.094, H9 1.094
2 C 1.7644 0.0785 0.7052  C1 1.495, O3 1.209, N4 1.408
3 O 2.7550 0.0920 1.3987  C2 1.209
4 N 1.4843 -1.0648 -0.0673  C2 1.408, C5 1.447, H10 1.011
5 C 0.1007 -1.3761 -0.3523  N4 1.447, O6 1.421, H11 1.088, H12 1.088
6 O -0.4930 -0.5830 -1.3712  C5 1.421, H13 0.982
7 H -0.2430 1.0746 0.9209  C1 1.086
8 H 0.9339 1.7469 -0.2542  C1 1.094
9 H 1.1277 1.9480 1.4595  C1 1.094
10 H 2.1883 -1.2279 -0.7750  N4 1.011
11 H -0.4408 -1.1271 0.5578  C5 1.088
12 H -0.0283 -2.4342 -0.5691  C5 1.088
13 H -0.0202 -0.7662 -2.2120  O6 0.982
14 O -3.1027 1.0419 -0.2661  H15 0.966, H16 0.951
15 H -3.5303 0.2166 -0.5311  O14 0.966
16 H -3.3053 1.1526 0.6560  O14 0.951

Results
HOMO level, Ha: -0.360
Net charge: 0
Relative energy (zero: lowest compared OMol25 entry of this formula, charge and spin), eV: 1.452
HOMO-LUMO gap, eV: 10.36
SMILES: CC(=O)NCO.O